This record from the Open Molecules 2025 dataset describes a molecular structure, CF5N2P at a distorted geometry. The level of theory is the ωB97M-V functional and the def2-TZVPD basis.

```
9
Properties=species:S:1:pos:R:3:forces:R:3
C -0.6512 0.1820 0.6208 -1.27 0.33 0.31
N -0.4801 -0.2569 -0.7191 0.25 0.84 -0.66
N 0.2816 -0.2303 1.3810 0.31 1.38 -0.04
F -1.7865 0.6703 1.0954 0.81 0.04 -1.07
F -0.4524 0.6744 -1.8516 -0.89 -0.01 2.30
F 0.0765 0.0858 2.6897 -0.41 -0.46 0.26
F 1.1642 -1.0464 -2.3187 0.31 0.22 1.70
F 2.2214 0.3072 -0.4777 -2.14 -1.47 -0.67
P 1.1126 -0.9477 -0.6784 3.04 -0.87 -2.12
```
Forces are in eV/Å.

Calculated total energy: -988.18203 hartree
Molar mass: 165.99 g/mol
HOMO-LUMO gap: 9.88 eV
ΔE to the lowest compared entry with this formula, charge and spin: 22.68 kcal/mol
HOMO: -0.4014 hartree
Charge: 0

From a Löwdin analysis of the wavefunction, the atomic charges in e read: number 1, C, carries -0.41; number 2, N, carries -0.11; number 3, N, carries 0.03; number 4, F, carries 0.17; number 5, F, carries -0.07; number 6, F, carries 0.01; number 7, F, carries -0.29; number 8, F, carries -0.29; number 9, P, carries 0.96